A cluster of 5 separate species, C15H40O15S5 in total. Source: the OMol25 dataset; level of theory: ωB97M-V/def2-TZVPD.

Each line ends with the Mulliken charge.
Atoms and positions in Å:
O: 5.43795 -1.99701 1.31179  -0.63
S: 4.99043 -3.13170 0.57340  1.18
O: 4.99745 -4.44830 1.11666  -0.64
O: 3.50145 -2.74887 0.17051  -0.10
C: 2.68760 -3.72799 -0.50958  -0.58
C: 1.25209 -3.31932 -0.29149  -0.80
C: 5.79857 -3.19955 -0.98265  -1.02
H: 2.88057 -4.69304 -0.03665  0.47
H: 2.92868 -3.83286 -1.57082  0.34
H: 1.01633 -2.34323 -0.70632  0.12
H: 1.10386 -3.22160 0.78979  0.14
H: 0.57488 -4.10895 -0.61318  0.45
H: 5.65827 -2.28500 -1.54367  0.29
H: 5.41694 -4.10610 -1.44898  0.37
H: 6.84472 -3.39137 -0.74531  0.41
O: -7.04960 1.07584 -0.32286  -0.66
S: -5.79776 0.47036 -0.00618  1.26
O: -5.39266 0.33510 1.33983  -0.62
O: -5.79378 -0.99816 -0.60132  -0.31
C: -6.40767 -1.19351 -1.90556  -0.22
C: -5.66136 -2.31774 -2.56450  -1.13
C: -4.53422 1.26780 -0.98377  -0.88
H: -6.32286 -0.26265 -2.46877  0.34
H: -7.46641 -1.39914 -1.76221  0.32
H: -4.61535 -2.05649 -2.71237  0.25
H: -6.11185 -2.61145 -3.51217  0.37
H: -5.71032 -3.18889 -1.90701  0.29
H: -4.03977 2.01198 -0.36678  0.36
H: -5.08617 1.75757 -1.78030  0.42
H: -3.82601 0.50253 -1.27492  0.23
O: -0.39125 7.47824 -2.81512  -0.63
S: -0.35182 6.80367 -4.07337  1.25
O: 0.72138 7.03481 -4.98365  -0.64
O: -0.44632 5.23096 -3.78187  -0.25
C: 0.76230 4.64909 -3.26566  -0.35
C: 0.64774 3.13639 -3.33022  -0.71
C: -1.91667 6.98486 -4.87283  -0.90
H: 0.92921 4.97896 -2.23695  0.32
H: 1.62646 4.97841 -3.84447  0.39
H: -0.35743 2.73020 -3.22992  0.34
H: 1.28302 2.68035 -2.57342  -0.11
H: 0.98125 2.79195 -4.31329  0.34
H: -2.38103 7.87989 -4.47176  0.34
H: -2.51704 6.14419 -4.52616  0.30
H: -1.79498 6.91963 -5.94726  0.32
O: -0.41864 1.21430 1.75848  -0.66
S: -0.76065 0.32153 0.70768  1.16
O: -1.68117 0.72494 -0.30201  -0.58
O: 0.56524 -0.12066 -0.02826  -0.28
C: 1.86393 0.22399 0.51884  0.16
C: 2.81788 0.44926 -0.63668  -0.82
C: -1.24925 -1.23504 1.38274  -0.59
H: 2.19160 -0.60803 1.14532  -0.22
H: 1.75580 1.11095 1.13992  0.64
H: 3.81883 0.61668 -0.24255  0.39
H: 2.46085 1.23617 -1.29501  -0.05
H: 2.87007 -0.46666 -1.23216  0.12
H: -1.34954 -1.90976 0.53599  0.35
H: -2.20462 -1.09014 1.88266  0.44
H: -0.47225 -1.53918 2.07769  -0.12
O: -0.47550 -0.20526 5.11468  -0.63
S: -0.00485 -1.52928 5.28073  1.33
O: -0.41324 -2.57324 4.40425  -0.63
O: 1.58690 -1.49243 5.25197  -0.36
C: 2.17228 -1.22508 3.95846  0.26
C: 3.66219 -1.14290 4.12449  -1.36
C: -0.14722 -2.02918 6.95913  -1.03
H: 1.75846 -0.29729 3.55568  0.27
H: 1.90499 -2.03901 3.27833  0.09
H: 4.11415 -2.08110 4.43801  0.34
H: 3.96905 -0.35030 4.80973  0.40
H: 4.11701 -0.84959 3.17333  0.31
H: -1.17418 -1.85534 7.27153  0.37
H: 0.56320 -1.43158 7.52080  0.33
H: 0.08986 -3.08663 7.02756  0.34

SMILES string: CCOS(C)(=O)=O.CCOS(C)(=O)=O.CCOS(C)(=O)=O.CCOS(C)(=O)=O.CCOS(C)(=O)=O
HOMO-LUMO gap, eV: 11.07
Spin multiplicity: 1
ΔE to the lowest compared entry with this formula, charge and spin, kJ/mol: 19.9

A structure of composition C16H26N2NiSi. Source: the OMol25 dataset; level of theory: ωB97M-V/def2-TZVPD.

Each line ends with the natural charge from an NBO analysis.
Atoms and positions in Å:
C: 2.85110 -0.40415 1.74173  -1.22
C: 1.45857 -3.22964 0.07710  -1.19
H: 3.44654 -1.31343 1.99809  0.20
H: 2.30239 -0.14275 2.66449  0.20
H: 3.57764 0.38078 1.44120  0.17
H: 1.49889 -3.60818 -0.95112  0.20
H: 2.26261 -3.72554 0.64769  0.19
H: 0.54106 -3.56897 0.58027  0.18
C: 2.49848 1.71514 -0.38815  0.07
C: 2.63038 2.83282 -1.20814  -0.25
C: 2.08709 2.79214 -2.49146  -0.15
C: 1.44430 1.62296 -2.89933  -0.23
H: 2.86231 1.78839 0.63617  0.23
H: 3.17626 3.68209 -0.78999  0.23
H: 2.14413 3.65755 -3.13961  0.23
H: 0.97330 1.52062 -3.87626  0.22
N: 1.95980 0.53733 -0.78583  -0.46
C: 1.33961 0.53179 -2.01267  0.14
C: 0.38291 -0.55858 -2.23074  0.25
N: 0.27757 -1.44567 -1.19823  -0.48
C: -0.78521 -2.27963 -1.20770  0.06
C: -1.55223 -1.53905 -3.33875  -0.16
C: -1.67979 -2.41505 -2.26669  -0.24
H: -0.91226 -2.94387 -0.36053  0.22
H: -2.41596 -3.22238 -2.21932  0.23
C: -0.52988 -0.59064 -3.31409  -0.24
H: -0.44625 0.15405 -4.10429  0.22
H: -2.25798 -1.59995 -4.16257  0.22
Ni: 1.84901 -1.35024 0.38500  1.17
C: -1.38068 -1.05953 2.15687  -1.12
H: -1.41287 -1.59868 1.19979  0.23
H: -2.08743 -1.54447 2.84411  0.24
H: -0.36765 -1.16302 2.57350  0.25
C: -1.86191 1.17226 0.10805  -1.11
Si: -1.84153 0.74934 1.94378  1.62
C: -0.50667 1.80389 2.75078  -1.11
C: -3.53996 1.07568 2.69904  -1.11
H: -0.88542 1.55968 -0.21559  0.23
H: -2.61883 1.94153 -0.10153  0.23
H: -2.09021 0.29130 -0.50660  0.23
H: -0.93051 2.75507 3.10500  0.23
H: -0.06732 1.28124 3.61197  0.24
H: 0.30000 2.02733 2.03606  0.24
H: -3.70771 2.15164 2.84932  0.23
H: -4.33996 0.69931 2.04451  0.24
H: -3.64576 0.57951 3.67465  0.24

<S²>: 2.01
HOMO-LUMO gap (spin up / spin down), eV: 6.18 / 7.20
Spin multiplicity: 3

A cluster of 6 separate species, C24H52BN6O10P in total. Source: the OMol25 dataset; level of theory: ωB97M-V/def2-TZVPD.

Each line ends with the Mulliken charge.
Atoms and positions in Å:
C: -5.12101 -1.98696 -0.51855  -0.75
C: -4.04208 -2.72262 -1.23177  -0.40
C: -2.52517 -2.13782 -1.54981  0.93
P: -2.07993 -2.23671 -3.40495  0.52
N: -0.76855 -1.38952 -3.83926  -0.81
C: -1.59243 -3.36087 -0.89528  0.05
O: -0.82398 -4.27141 -1.49861  -0.60
O: -1.82900 -3.09519 0.55625  -0.39
C: -1.47936 -1.66092 0.82295  1.21
C: -2.36874 -0.84114 1.94043  -0.77
C: -1.55520 0.34387 2.72952  -0.61
C: 0.13040 -1.75782 1.11603  -0.67
B: 0.54972 -2.63332 2.44254  0.77
O: 1.73691 -2.15826 3.23617  -0.60
O: -0.08891 -3.87416 2.92282  -0.56
C: -1.92444 -0.93172 -0.61482  -0.72
O: -0.66983 -0.25761 -0.98361  -0.39
H: -5.66520 -1.01554 -0.87827  0.26
H: -5.52234 -2.46322 0.49783  0.21
H: -4.26675 -3.84362 -1.56482  0.27
H: -3.21529 -1.75127 -4.14638  0.07
H: -1.84627 -3.62897 -3.81263  0.10
H: -1.02529 -0.63799 -4.54736  0.21
H: -3.35426 -0.35958 1.51898  0.31
H: -2.72554 -1.61822 2.77337  0.27
H: -1.07998 -0.01786 3.74342  0.22
H: -0.71262 0.85801 2.10051  0.04
H: -2.34673 1.19406 2.99662  0.34
H: 0.72444 -2.21901 0.19537  0.29
H: 0.59942 -0.67137 1.26709  -0.34
H: 1.71570 -2.71579 4.09083  0.30
H: -0.09263 -4.50548 2.12935  0.31
H: -2.73214 -0.07502 -0.55264  0.55
H: -0.94116 0.61977 -1.38425  0.37
C: 1.83104 1.93942 0.82778  0.02
O: 0.61541 1.92364 0.68260  -0.62
N: 2.50247 2.51909 1.88355  0.21
C: 3.94665 2.49490 1.98254  -0.97
C: 1.74077 3.17311 2.92715  -1.05
H: 2.50532 1.47082 0.09256  0.34
H: 4.22914 1.98247 2.90649  0.34
H: 4.31678 3.52390 2.00442  0.34
H: 4.39120 1.97160 1.13148  0.31
H: 1.06123 2.44571 3.38145  0.27
H: 1.14837 3.97932 2.48392  0.32
H: 2.40586 3.58300 3.69206  0.45
C: 1.21192 4.46626 5.85456  0.11
O: 2.20235 3.75768 5.98127  -0.62
N: 1.09428 5.76375 6.30640  0.19
C: -0.11471 6.53730 6.11662  -0.97
C: 2.21425 6.37354 6.99258  -0.99
H: 0.30351 4.10162 5.34799  0.31
H: 0.12529 7.43107 5.53384  0.34
H: -0.50444 6.83004 7.09577  0.34
H: -0.87486 5.95665 5.58673  0.31
H: 3.08152 6.37755 6.32543  0.22
H: 2.45501 5.77951 7.87943  0.46
H: 1.97407 7.39790 7.28999  0.38
C: -4.20373 -4.60206 -5.50644  0.06
O: -3.84928 -4.62486 -4.33473  -0.62
N: -3.69260 -5.39559 -6.51171  0.20
C: -4.16687 -5.30778 -7.87677  -1.02
C: -2.64847 -6.34735 -6.19394  -0.96
H: -4.99137 -3.91538 -5.85696  0.35
H: -4.56665 -6.28094 -8.17542  0.36
H: -3.32835 -5.03945 -8.52578  0.42
H: -4.95157 -4.55235 -7.97341  0.27
H: -3.02003 -7.04422 -5.43658  0.32
H: -1.78802 -5.80900 -5.78511  0.28
H: -2.34563 -6.90127 -7.08664  0.38
C: -2.27017 -3.81808 -11.48433  0.10
O: -2.58540 -4.83291 -10.87620  -0.56
N: -1.47751 -2.80376 -10.99004  0.13
C: -1.14963 -1.63227 -11.77499  -0.92
C: -0.95564 -2.91194 -9.64356  -0.86
H: -2.61255 -3.63460 -12.51578  0.26
H: -0.06307 -1.57246 -11.88391  0.33
H: -1.51678 -0.74346 -11.25388  0.34
H: -1.60765 -1.68168 -12.76673  0.29
H: -0.34569 -3.81735 -9.56951  0.29
H: -1.79206 -2.99261 -8.94267  0.23
H: -0.34859 -2.03781 -9.39291  0.37
C: 4.59780 4.39678 8.76639  0.21
O: 3.82111 5.33077 8.91972  -0.68
N: 5.97135 4.50144 8.70403  0.12
C: 6.82294 3.34515 8.52013  -0.94
C: 6.58314 5.80828 8.82613  -0.94
H: 4.23882 3.35989 8.66263  0.26
H: 7.49989 3.26506 9.37534  0.35
H: 7.40331 3.47592 7.60231  0.35
H: 6.23160 2.42853 8.44331  0.29
H: 6.30377 6.24381 9.79026  0.30
H: 6.20763 6.45363 8.02622  0.27
H: 7.67180 5.73332 8.75786  0.38

SMILES string: C=C[C@]1([PH2]=N)C(=O)O[C@@](CC)(CB(O)O)[C@H]1O.CN(C)C=O.CN(C)C=O.CN(C)C=O.CN(C)C=O.CN(C)C=O
HOMO-LUMO gap, eV: 7.20
Spin multiplicity: 1

A cluster of 2 separate species, C5H11ClN2 in total. Source: the OMol25 dataset; level of theory: ωB97M-V/def2-TZVPD.

Each line ends with the natural charge from an NBO analysis.
Atoms and positions in Å:
C: 1.47311 -0.35581 0.55770  0.53
C: -0.76769 -0.48722 -1.55872  -0.69
C: -0.52610 1.76181 -0.49885  -0.70
C: -1.37126 -0.15206 0.89350  -0.68
C: -0.52183 0.24443 -0.29772  0.15
N: 2.24661 0.51836 0.24234  -0.48
N: 1.37695 -1.50141 1.25014  -0.88
Cl: 3.96568 0.26411 0.43640  -0.03
H: -0.22288 -0.06775 -2.38189  0.22
H: -1.78697 -0.45317 -1.83557  0.21
H: -0.59952 -1.57037 -1.50815  0.20
H: 0.45872 2.18798 -0.23074  0.24
H: -1.14255 2.32664 0.17343  0.21
H: -0.71660 2.01658 -1.50233  0.21
H: -2.39141 0.13027 0.51680  0.23
H: -1.23314 -1.21302 1.00100  0.18
H: -0.92520 0.37402 1.72581  0.22
H: 0.47529 -2.14328 1.21338  0.43
H: 2.20880 -1.88010 1.80348  0.42

<S²>: 2.01
HOMO-LUMO gap (spin up / spin down), eV: 6.14 / 7.72
Spin multiplicity: 3
ΔE to the lowest compared entry with this formula, charge and spin, kJ/mol: 0.0

The molecule C2H4BrNO2. Source: the OMol25 dataset; level of theory: ωB97M-V/def2-TZVPD.

Each line ends with the natural charge from an NBO analysis.
Atoms and positions in Å:
C: -0.83183 -0.28107 0.94019  0.74
C: 0.40034 0.34287 0.17966  -0.18
N: 0.43932 0.03417 -1.27622  -0.86
O: -1.86322 -0.48801 0.18466  -0.64
O: -0.72666 -0.48998 2.15649  -0.55
Br: 2.07404 -0.20448 1.18525  -0.05
H: 0.45586 1.39953 0.32737  0.23
H: -1.67718 0.07787 -0.66029  0.52
H: 1.19792 0.61994 -1.78912  0.41
H: 0.53141 -1.01084 -1.24798  0.39

SMILES string: N[C@H](Br)C(=O)O
HOMO-LUMO gap, eV: 10.41
Spin multiplicity: 1
ΔE to the lowest compared entry with this formula, charge and spin, kJ/mol: 29.9

A cluster of 2 separate species, C2BrO2S in total. Source: the OMol25 dataset; level of theory: ωB97M-V/def2-TZVPD.

Each line ends with the natural charge from an NBO analysis.
Atoms and positions in Å:
C: 0.42388 -0.86642 -0.36207  -0.14
C: -1.38677 -0.99715 0.78513  -0.36
O: 0.32672 0.26887 -1.10692  -0.69
O: 2.33189 0.80099 0.30752  -0.99
S: 0.90009 0.64192 0.41695  1.26
Br: -2.59580 0.15178 -0.04060  -0.07

Total charge: -1
HOMO-LUMO gap (spin up / spin down), eV: 6.42 / 6.36
Spin multiplicity: 1
ΔE to the lowest compared entry with this formula, charge and spin, kJ/mol: 468.6

Number 1: maximum force 1.57 eV/A, DFT total energy -3714.99481 Ha. Number 2: maximum force 2.64 eV/A, DFT total energy -2532.48301 Ha. Number 3: maximum force 9.14 eV/A, DFT total energy -2392.55206 Ha. Number 4: maximum force 4.23 eV/A, DFT total energy -766.58106 Ha. Number 5: maximum force 4.85 eV/A, DFT total energy -2857.84845 Ha. Number 6: maximum force 2.87 eV/A, DFT total energy -3198.67709 Ha.